{
  "formula": "C27H29BN8O14OsS3",
  "method": "the ωB97M-V functional and the def2-TZVPD basis",
  "spin_multiplicity": 1,
  "relative_energy_kj_mol": 0.0,
  "e_tot_ha": -3847.67634,
  "homo_ev": -9.0,
  "symbols": ["Os", "O", "S", "O", "O", "C", "C", "C", "C", "C", "C", "S", "O", "O", "O", "H", "H", "H", "H", "B", "N", "C", "C", "C", "N", "N", "C", "C", "C", "N", "H", "H", "H", "H", "H", "H", "H", "H", "C", "C", "S", "O", "O", "C", "C", "N", "C", "N", "C", "C", "N", "O", "O", "C", "H", "H", "H", "H", "H", "H", "H", "H", "H", "H", "H", "H", "H", "O", "C", "O", "C", "C", "C", "C", "C", "C", "N", "O", "O", "H", "H", "H", "H"],
  "xyz": [[-0.651343, -0.873731, -0.145845], [-2.042985, 1.501503, -2.140592], [-2.935239, 1.218047, -1.058078], [-3.520340, 2.325472, -0.354995], [-2.316902, 0.293956, 0.013501], [-4.262651, 0.182359, -1.622433], [-5.495170, 0.790511, -1.790489], [-6.605712, 0.034689, -2.139270], [-6.488876, -1.334469, -2.297635], [-5.257270, -1.951207, -2.128887], [-4.139672, -1.197275, -1.801856], [-2.634591, -2.127232, -1.581485], [-2.828895, -3.379063, -2.228309], [-1.490893, -1.310790, -2.094552], [-2.364211, -2.154308, -0.092529], [-5.576902, 1.855999, -1.626999], [-7.563129, 0.520316, -2.272087], [-7.354902, -1.931202, -2.549865], [-5.148400, -3.016671, -2.270630], [2.108717, -0.308559, 2.151573], [0.629263, -0.499062, 2.628552], [0.272964, -0.506786, 3.918143], [-1.077837, -0.792760, 4.015985], [-1.491235, -0.956791, 2.702877], [-0.450444, -0.770006, 1.886995], [2.293676, -0.648791, 0.622548], [3.502139, -0.738346, 0.068784], [3.378084, -1.031263, -1.284402], [2.014455, -1.104704, -1.492846], [1.381057, -0.854869, -0.335994], [2.451917, 0.832719, 2.338847], [2.791490, -1.095759, 2.753469], [1.016089, -0.321687, 4.675675], [-1.668843, -0.882510, 4.909600], [-2.455636, -1.211852, 2.296495], [4.375691, -0.599461, 0.683265], [4.164910, -1.177295, -2.001839], [1.442512, -1.336712, -2.377435], [4.771461, 5.907325, 0.329341], [3.388084, 6.124986, 0.926155], [2.799090, 4.625434, 1.689879], [2.968897, 3.538742, 0.758667], [3.353177, 4.542091, 3.014606], [1.042068, 4.933896, 1.917164], [0.105954, 4.696803, 0.734331], [0.226830, 3.382555, 0.105013], [-0.278518, 2.245212, 0.625716], [0.014343, 1.210083, -0.173804], [0.752938, 1.699252, -1.211813], [0.880545, 3.031681, -1.055134], [1.657882, 3.892943, -1.889642], [2.161586, 3.385740, -2.865869], [1.830775, 5.050915, -1.536985], [-1.016296, 2.247341, 1.911143], [5.111414, 6.833523, -0.131253], [4.741932, 5.130005, -0.431862], [5.489452, 5.618371, 1.096001], [2.663487, 6.400568, 0.159901], [3.395930, 6.870988, 1.721102], [0.974587, 5.982744, 2.211268], [0.778183, 4.331796, 2.786617], [0.253892, 5.445862, -0.031870], [-0.921886, 4.778284, 1.084205], [1.103875, 1.105721, -2.033593], [-1.626981, 3.143987, 1.996674], [-0.308909, 2.204916, 2.742755], [-1.672647, 1.393593, 1.976977], [0.056807, -3.517384, 1.686639], [0.098508, -3.697916, 0.492627], [-0.076892, -2.782540, -0.440959], [0.379190, -5.044781, -0.113892], [0.585214, -6.120420, 0.742407], [0.851668, -7.382948, 0.234524], [0.918108, -7.581602, -1.135383], [0.714734, -6.493795, -1.965522], [0.441947, -5.226670, -1.488595], [0.796925, -6.692069, -3.426609], [0.762549, -5.705048, -4.131626], [0.888773, -7.832782, -3.834995], [0.531992, -5.944196, 1.808409], [1.010835, -8.216152, 0.905413], [1.122132, -8.551125, -1.564382], [0.275466, -4.408304, -2.171043]],
  "atomic_forces_ev_per_a": [[-0.19, -0.16, 1.07], [-0.01, 0.03, -0.03], [0.06, -0.27, 0.42], [-0.02, 0.02, -0.13], [0.12, 0.31, -0.06], [-0.10, 0.00, 0.13], [0.03, 0.00, -0.06], [0.00, -0.02, -0.01], [-0.02, 0.02, 0.01], [0.03, 0.03, -0.15], [-0.02, -0.09, 0.01], [0.37, 0.33, -0.45], [-0.06, -0.07, 0.32], [-0.13, 0.08, -0.40], [0.03, 0.16, -0.10], [0.00, 0.00, 0.02], [0.00, 0.00, 0.01], [0.01, 0.00, -0.01], [0.00, 0.00, 0.02], [-0.07, 0.04, -0.02], [0.03, -0.11, -0.14], [0.04, -0.02, 0.04], [0.05, 0.05, 0.04], [0.05, -0.10, -0.02], [-0.15, 0.03, -0.16], [0.02, 0.09, 0.05], [0.05, -0.07, 0.02], [-0.04, 0.02, 0.05], [0.03, -0.06, 0.08], [-0.23, -0.22, -0.33], [-0.08, 0.06, -0.06], [0.02, 0.06, 0.03], [-0.01, -0.02, 0.01], [0.00, -0.01, 0.00], [0.00, 0.02, -0.01], [0.01, 0.00, -0.02], [0.00, 0.00, 0.00], [0.00, -0.01, 0.01], [-0.01, -0.02, 0.02], [0.04, 0.00, 0.01], [-0.07, 0.19, -0.12], [0.03, -0.09, 0.14], [0.02, -0.06, -0.03], [0.03, -0.03, 0.00], [0.04, 0.03, -0.03], [0.04, -0.08, 0.13], [-0.01, 0.00, -0.09], [0.19, -0.02, -0.04], [-0.32, 0.00, -0.24], [0.03, 0.04, -0.01], [0.42, -0.08, 0.27], [-0.13, 0.04, -0.10], [-0.27, 0.02, -0.18], [0.03, -0.06, 0.02], [0.01, 0.00, 0.00], [-0.01, 0.01, -0.01], [0.00, 0.00, 0.01], [0.03, -0.01, 0.02], [-0.03, 0.02, -0.01], [-0.07, -0.02, 0.09], [0.02, -0.07, -0.03], [0.02, -0.02, -0.07], [0.02, 0.10, 0.00], [0.01, -0.02, 0.04], [0.01, -0.01, 0.02], [0.00, -0.01, 0.01], [-0.06, -0.07, -0.03], [0.02, -0.08, 0.00], [0.00, 0.19, -0.08], [0.18, 0.05, 0.07], [0.00, -0.03, 0.09], [0.01, -0.01, -0.01], [0.00, -0.01, 0.01], [-0.01, 0.02, 0.00], [0.02, 0.01, -0.04], [0.00, -0.02, 0.02], [-0.08, 0.00, 0.02], [0.02, -0.01, 0.00], [0.04, 0.01, 0.00], [0.00, 0.00, 0.00], [0.00, 0.00, 0.00], [0.00, 0.00, 0.00], [0.00, 0.00, -0.01]]
}